Formula: C3H10NOPS
Source: OMol25
Level of theory: ωB97M-V/def2-TZVPD

Computed properties:
- energy above the lowest of the compared OMol25 structures with the same formula, charge and spin (kcal/mol) = 29.00
- gap between HOMO and LUMO (eV) = 9.2
- charge = 0
- SMILES = CN(C)[P@](C)(O)=S
- E (eV) = -26935.2368

```
17
C3H10NOPS | OMol25 | ωB97M-V/def2-TZVPD
C -1.165 0.802 1.470
N -0.482 0.326 0.277
C -0.825 1.066 -0.968
P 1.056 -0.276 0.173
C 0.711 -1.412 -1.294
O 1.119 -1.089 1.656
S 2.566 0.947 0.018
H -1.159 1.902 1.584
H -2.213 0.480 1.407
H -0.595 0.155 2.315
H -0.261 0.450 -1.754
H -1.941 0.947 -1.038
H -0.576 2.200 -0.812
H 1.262 -2.417 -1.188
H -0.399 -1.522 -1.377
H 1.117 -0.819 -2.135
H 1.784 -1.739 1.665
```